{"formula": "C56H126F14N14O28S14", "method": "wB97M-V/def2-TZVPD", "species": ["C", "C", "C", "N", "C", "C", "C", "C", "C", "H", "H", "H", "H", "H", "H", "H", "H", "H", "H", "H", "H", "H", "H", "H", "H", "H", "H", "C", "C", "C", "N", "C", "C", "C", "C", "C", "H", "H", "H", "H", "H", "H", "H", "H", "H", "H", "H", "H", "H", "H", "H", "H", "H", "H", "C", "C", "C", "N", "C", "C", "C", "C", "C", "H", "H", "H", "H", "H", "H", "H", "H", "H", "H", "H", "H", "H", "H", "H", "H", "H", "H", "C", "C", "C", "N", "C", "C", "C", "C", "C", "H", "H", "H", "H", "H", "H", "H", "H", "H", "H", "H", "H", "H", "H", "H", "H", "H", "H", "C", "C", "C", "N", "C", "C", "C", "C", "C", "H", "H", "H", "H", "H", "H", "H", "H", "H", "H", "H", "H", "H", "H", "H", "H", "H", "H", "C", "C", "C", "N", "C", "C", "C", "C", "C", "H", "H", "H", "H", "H", "H", "H", "H", "H", "H", "H", "H", "H", "H", "H", "H", "H", "H", "C", "C", "C", "N", "C", "C", "C", "C", "C", "H", "H", "H", "H", "H", "H", "H", "H", "H", "H", "H", "H", "H", "H", "H", "H", "H", "H", "N", "S", "O", "O", "F", "S", "O", "O", "F", "N", "S", "O", "O", "F", "S", "O", "O", "F", "N", "S", "O", "O", "F", "S", "O", "O", "F", "N", "S", "O", "O", "F", "S", "O", "O", "F", "N", "S", "O", "O", "F", "S", "O", "O", "F", "N", "S", "O", "O", "F", "S", "O", "O", "F", "N", "S", "O", "O", "F", "S", "O", "O", "F"], "positions_angstrom": [[5.606, 2.703, -0.550], [5.915, 3.452, 0.728], [6.773, 4.746, 0.342], [7.051, 5.729, 1.481], [5.719, 6.223, 2.028], [7.896, 5.217, 2.669], [9.340, 5.492, 2.199], [9.328, 6.424, 1.040], [7.884, 7.014, 1.094], [6.474, 2.412, -1.142], [4.908, 3.345, -1.088], [5.071, 1.805, -0.241], [6.375, 2.760, 1.433], [5.001, 3.663, 1.283], [6.218, 5.455, -0.272], [7.672, 4.436, -0.192], [5.364, 5.515, 2.778], [4.973, 6.376, 1.248], [5.961, 7.115, 2.606], [7.685, 5.777, 3.580], [7.795, 4.177, 2.981], [10.008, 5.823, 2.995], [9.785, 4.542, 1.905], [9.938, 7.322, 0.944], [9.583, 5.889, 0.126], [7.842, 7.780, 1.869], [7.578, 7.443, 0.140], [-4.836, -3.506, 3.059], [-5.486, -3.248, 1.681], [-6.250, -4.505, 1.294], [-6.239, -4.683, -0.238], [-6.837, -3.488, -0.965], [-7.038, -5.999, -0.339], [-6.814, -6.336, -1.898], [-5.397, -5.949, -2.209], [-4.946, -5.013, -1.080], [-4.312, -2.685, 3.549], [-3.949, -4.113, 2.879], [-5.579, -3.850, 3.778], [-4.625, -2.958, 1.078], [-6.169, -2.412, 1.529], [-7.290, -4.483, 1.621], [-5.793, -5.375, 1.764], [-7.791, -3.464, -0.437], [-6.975, -3.682, -2.029], [-6.379, -2.547, -0.662], [-8.059, -5.900, 0.030], [-6.545, -6.785, 0.233], [-7.498, -5.755, -2.516], [-7.007, -7.394, -2.079], [-5.489, -5.452, -3.175], [-4.686, -6.750, -2.409], [-4.367, -4.196, -1.512], [-4.415, -5.688, -0.409], [5.914, -10.593, 0.742], [5.475, -9.200, 0.270], [4.263, -8.743, 1.110], [3.310, -7.773, 0.316], [2.604, -8.480, -0.850], [4.135, -6.526, -0.135], [3.310, -5.233, 0.141], [2.017, -5.820, 0.743], [2.292, -7.170, 1.303], [5.062, -11.251, 0.569], [6.027, -10.719, 1.818], [6.767, -11.012, 0.207], [5.309, -9.153, -0.807], [6.066, -8.334, 0.566], [4.601, -8.215, 2.002], [3.603, -9.520, 1.496], [1.741, -7.884, -1.148], [2.149, -9.414, -0.521], [3.350, -8.552, -1.641], [4.140, -6.669, -1.216], [5.150, -6.539, 0.262], [3.028, -4.635, -0.726], [3.745, -4.557, 0.878], [1.270, -5.809, -0.051], [1.460, -5.211, 1.456], [1.591, -7.986, 1.477], [2.892, -6.847, 2.154], [2.515, 1.271, -0.303], [1.057, 0.938, -0.399], [0.850, -0.613, -0.464], [-0.657, -1.026, -0.298], [-1.715, -0.118, -1.003], [-0.722, -2.552, -0.615], [-1.907, -3.041, 0.233], [-2.093, -2.056, 1.286], [-0.994, -1.072, 1.194], [2.633, 2.354, -0.328], [3.012, 0.734, -1.111], [2.957, 0.981, 0.650], [0.699, 1.476, -1.276], [0.551, 1.492, 0.390], [1.433, -1.324, 0.122], [0.942, -1.027, -1.468], [-2.688, -0.596, -0.883], [-1.298, -0.075, -2.008], [-1.789, 0.866, -0.540], [-0.831, -2.621, -1.697], [0.194, -3.092, -0.379], [-2.729, -3.236, -0.455], [-1.637, -4.026, 0.613], [-3.070, -1.591, 1.155], [-2.134, -2.641, 2.204], [-1.246, -0.143, 1.706], [-0.169, -1.470, 1.784], [-4.926, 7.105, 1.350], [-4.736, 6.744, -0.165], [-5.709, 5.517, -0.467], [-5.334, 4.714, -1.721], [-5.806, 5.507, -2.957], [-5.964, 3.294, -1.600], [-4.883, 2.227, -1.810], [-3.807, 2.964, -2.345], [-3.820, 4.376, -1.716], [-4.625, 6.281, 1.997], [-5.974, 7.402, 1.389], [-4.292, 7.989, 1.424], [-3.705, 6.391, -0.187], [-4.936, 7.399, -1.013], [-6.747, 5.789, -0.659], [-5.722, 4.827, 0.377], [-5.023, 6.263, -3.013], [-6.762, 6.024, -2.875], [-5.627, 4.822, -3.786], [-6.597, 3.306, -2.487], [-6.645, 3.272, -0.749], [-5.308, 1.429, -2.418], [-4.672, 1.730, -0.863], [-3.908, 3.089, -3.423], [-2.785, 2.606, -2.218], [-3.249, 5.155, -2.222], [-3.494, 4.264, -0.682], [-1.085, 1.157, 3.957], [-1.316, 2.022, 5.352], [-0.506, 3.304, 5.203], [-0.451, 4.130, 6.455], [0.360, 3.392, 7.545], [0.323, 5.421, 6.107], [-0.437, 6.684, 6.417], [-1.888, 6.226, 6.741], [-1.832, 4.672, 6.880], [-2.020, 0.644, 3.735], [-0.189, 0.536, 3.964], [-1.000, 1.944, 3.207], [-1.129, 1.436, 6.251], [-2.362, 2.201, 5.601], [-0.860, 3.851, 4.330], [0.504, 3.005, 4.919], [0.650, 4.092, 8.329], [1.223, 2.861, 7.145], [-0.295, 2.662, 8.022], [1.223, 5.429, 6.723], [0.629, 5.334, 5.065], [-0.022, 7.074, 7.346], [-0.415, 7.532, 5.732], [-2.274, 6.659, 7.663], [-2.599, 6.491, 5.959], [-1.935, 4.325, 7.908], [-2.526, 4.124, 6.243], [0.625, 2.334, -9.061], [0.940, 2.868, -7.632], [2.139, 2.192, -7.076], [2.222, 2.223, -5.481], [2.221, 0.755, -4.955], [1.263, 3.155, -4.687], [1.960, 3.733, -3.427], [3.441, 3.324, -3.632], [3.604, 2.896, -5.070], [-0.285, 2.801, -9.437], [0.531, 1.249, -9.110], [1.186, 2.696, -9.923], [0.120, 2.625, -6.956], [1.057, 3.952, -7.641], [3.087, 2.465, -7.539], [2.202, 1.107, -7.158], [1.149, 0.586, -4.849], [2.689, 0.882, -3.979], [2.574, -0.105, -5.524], [0.433, 2.537, -4.345], [0.990, 4.000, -5.318], [1.353, 3.253, -2.660], [1.840, 4.799, -3.233], [3.536, 2.506, -2.917], [3.959, 4.202, -3.246], [4.393, 2.156, -5.201], [3.691, 3.749, -5.744], [6.005, -0.838, -1.481], [4.757, -1.816, -1.852], [5.180, -3.105, -2.376], [3.652, -1.169, -2.529], [4.257, -2.236, -0.381], [6.183, -0.302, -2.851], [5.434, 0.931, -3.074], [6.581, -1.186, -4.001], [7.569, 0.452, -2.535], [-1.069, 0.157, -4.575], [-1.032, -1.273, -4.727], [-0.696, -1.696, -6.078], [-1.982, -2.122, -3.993], [0.423, -1.451, -3.957], [-2.607, 0.315, -5.283], [-3.691, 0.042, -4.374], [-2.899, 0.251, -6.727], [-2.523, 1.909, -5.037], [-6.188, 2.480, 2.049], [-5.085, 1.662, 2.700], [-4.077, 1.157, 1.758], [-5.242, 0.794, 3.895], [-4.306, 2.983, 3.256], [-7.357, 1.240, 2.087], [-7.976, 1.164, 3.395], [-7.392, 0.038, 1.245], [-8.555, 2.091, 1.384], [0.850, 5.950, 1.928], [0.564, 4.810, 1.057], [0.657, 4.991, -0.409], [-0.291, 3.711, 1.486], [2.092, 4.166, 1.314], [-0.718, 6.524, 1.938], [-1.632, 5.964, 2.874], [-1.205, 6.981, 0.662], [-0.233, 7.862, 2.663], [0.321, -6.536, -2.665], [0.934, -5.477, -3.497], [0.779, -4.063, -3.107], [0.907, -5.657, -4.969], [2.566, -5.736, -3.227], [-1.297, -6.377, -3.229], [-1.956, -7.580, -3.601], [-1.750, -5.146, -3.927], [-2.139, -6.082, -1.834], [2.517, -1.136, 4.771], [2.519, -2.572, 3.850], [3.667, -2.669, 2.929], [1.222, -3.084, 3.366], [2.888, -3.718, 4.991], [2.611, -0.095, 3.745], [1.739, -0.146, 2.561], [3.941, 0.507, 3.565], [1.828, 0.977, 4.746], [-2.223, -8.827, 1.628], [-3.068, -7.421, 1.999], [-4.489, -7.310, 1.683], [-2.274, -6.221, 2.295], [-3.344, -7.916, 3.514], [-1.802, -8.432, 0.275], [-0.810, -7.329, 0.307], [-2.775, -8.594, -0.782], [-1.003, -9.788, -0.041]], "atomic_forces_ev_per_a": [[-0.6, 0.2, 0.5], [0.9, 0.9, 0.3], [-0.9, -0.4, 0.9], [-0.2, 1.2, 2.0], [0.6, -0.4, 0.8], [1.1, 0.5, -0.5], [1.2, -1.2, 1.1], [-1.4, 1.6, -1.4], [1.0, -2.3, -1.2], [-0.1, 0.2, 0.0], [0.1, -0.3, -0.6], [0.1, -0.1, -0.4], [0.9, 0.3, -0.1], [-0.3, 0.6, -0.4], [-0.3, -0.7, -0.7], [0.2, 0.2, 0.4], [-0.2, -0.2, -0.4], [0.3, 0.1, 0.1], [-0.3, 0.2, -0.3], [-0.4, 0.4, -0.4], [-0.6, -0.1, -0.8], [-0.4, 0.2, 0.3], [0.0, 0.0, -0.1], [0.7, -0.3, 0.9], [-0.6, 0.0, -0.2], [-0.4, -0.4, 0.2], [-0.4, -0.2, 0.1], [0.0, 1.0, 0.0], [0.3, 0.5, 0.8], [2.0, 0.9, -1.0], [0.3, -0.7, -0.6], [-1.7, -1.1, 2.1], [0.8, 0.0, -3.4], [-1.4, -0.8, 1.9], [-0.3, 0.8, -1.0], [-0.1, -2.0, 1.1], [-0.6, 0.8, -0.3], [-0.6, -1.1, 0.2], [0.4, -0.6, 0.1], [-0.2, -0.7, -0.8], [0.0, 0.3, 0.9], [0.0, 0.3, -0.3], [0.1, -0.1, -0.5], [-0.6, 0.5, -0.7], [0.4, 0.2, 0.3], [0.6, -0.4, -0.5], [0.1, 0.4, -0.3], [0.4, 0.4, 0.2], [-0.2, -0.1, 0.2], [-0.1, 0.1, 0.0], [0.6, 0.4, 0.0], [-0.1, -0.1, 0.6], [-0.3, 0.4, 0.9], [0.7, 0.6, 0.1], [-0.6, -0.1, -0.2], [-0.6, 0.7, 1.5], [-1.7, 0.3, -1.2], [1.1, 0.2, 1.6], [0.2, 0.9, 0.9], [-1.0, 0.2, -1.6], [-0.6, -0.9, 1.5], [-2.6, 0.9, -1.5], [1.9, -0.2, -0.5], [0.0, -0.2, -0.4], [0.5, 0.5, 0.1], [0.0, 0.2, 0.1], [-0.1, -0.2, 0.1], [1.4, -0.7, -0.7], [0.0, 0.3, -0.2], [0.0, -0.3, -0.4], [0.3, 0.4, -0.2], [0.6, -0.2, 0.1], [-0.4, -0.3, 0.0], [0.6, 0.3, 0.0], [-0.3, -0.1, 0.1], [0.5, -0.4, -0.2], [0.5, -0.2, -0.1], [-0.1, -0.7, -0.3], [0.6, 0.2, 0.5], [-0.5, 0.8, 0.2], [0.0, -1.1, 0.6], [0.6, -0.1, 0.2], [-0.1, -0.5, 0.4], [-2.4, 0.6, -1.7], [0.9, 0.1, 3.1], [1.7, -1.4, 0.2], [-1.0, 1.0, -1.0], [1.3, -2.2, -2.8], [-2.3, 0.1, 1.4], [0.5, 0.0, 0.8], [0.2, 0.0, -0.5], [0.5, 0.4, -0.1], [-0.1, -0.3, 0.0], [-0.3, -0.6, -0.5], [-0.3, -0.7, 0.5], [0.0, 0.8, 0.7], [0.9, 0.7, -0.5], [0.2, -0.2, -0.5], [-0.8, 0.2, -0.2], [0.5, -0.2, 0.2], [-0.2, -0.2, 0.0], [0.3, 0.7, 0.3], [-0.3, 0.3, 0.3], [-0.1, -0.1, 0.1], [0.0, 0.3, 0.3], [0.2, 0.7, 0.5], [0.1, 0.4, -0.9], [0.5, 0.0, -0.6], [-0.4, 1.3, -2.7], [-0.9, -3.1, 0.3], [1.1, 0.3, -0.1], [-0.1, -0.1, 1.7], [2.6, -0.7, 0.8], [-1.3, 1.0, -1.6], [-3.1, -1.6, 2.6], [3.7, 2.9, -2.3], [-1.1, -0.9, -0.4], [-0.1, 0.2, -0.1], [0.0, 0.0, 1.0], [-0.1, 0.0, 0.9], [0.0, 0.0, -0.6], [0.2, 1.0, 0.8], [0.0, 0.4, 0.3], [0.2, -0.1, -0.1], [-0.2, 0.3, -0.3], [-0.1, -0.8, 0.2], [-0.7, 0.3, -0.2], [-0.3, -0.4, 0.1], [0.5, -0.2, 0.2], [0.3, 0.2, -0.4], [0.2, 0.2, 0.3], [0.0, -0.1, -0.2], [-0.1, -0.5, 0.1], [-0.1, -0.2, 0.0], [-0.2, 0.4, 0.1], [-1.1, 1.8, 1.9], [0.0, -1.4, -1.0], [-0.2, -1.6, -0.2], [1.3, 1.9, -0.1], [-1.4, 0.0, 0.1], [1.4, -0.2, -0.7], [-1.3, 0.0, 1.5], [0.1, -0.9, -0.3], [0.4, -0.6, 0.3], [0.2, -0.3, 0.1], [-0.5, 0.1, 0.2], [0.2, -0.2, -0.3], [1.2, -0.2, -0.1], [-0.4, 0.4, -1.1], [-0.4, 0.6, 0.4], [0.3, 0.2, 0.4], [0.0, 0.2, -0.3], [-0.1, 0.3, -0.4], [0.0, 0.0, -0.2], [0.1, -0.3, -0.3], [-0.1, 0.0, 0.0], [0.0, 0.1, 0.1], [0.2, -0.6, -0.5], [0.2, 0.0, 0.0], [0.2, -0.1, -0.1], [-0.3, 0.2, 0.0], [-0.2, 0.3, 0.2], [-0.8, 0.9, -0.3], [-0.4, -0.6, -1.0], [0.8, -1.3, 1.8], [2.7, 1.0, -0.2], [-1.8, 1.8, 1.3], [-0.2, 0.0, -0.4], [-0.7, -1.1, -1.1], [-1.6, 0.0, 1.9], [-0.9, -0.4, -0.2], [-0.8, -0.4, 0.7], [0.0, 0.1, 0.1], [1.4, -0.2, 0.6], [-0.3, 0.0, -0.3], [0.0, 0.0, 0.0], [0.1, 0.7, 0.5], [-0.9, 0.1, -0.8], [0.2, -0.3, 0.3], [0.0, -0.8, 0.0], [0.7, 0.8, -0.5], [-0.3, 0.2, -0.7], [-0.3, -0.6, -0.4], [1.1, 0.0, 0.8], [-0.2, 0.0, -0.7], [1.0, -0.1, -0.3], [0.9, -0.4, -0.6], [0.0, 0.1, -0.1], [0.2, -0.1, 0.0], [-2.7, -3.3, 2.8], [-1.3, -4.7, 0.7], [-0.5, 1.9, 0.8], [0.8, -0.2, 1.1], [0.2, 1.1, -0.7], [4.9, 4.8, -7.3], [-0.7, -1.2, -1.0], [-1.9, 2.3, 3.2], [0.9, -0.4, 0.1], [-3.6, 7.0, -0.6], [4.2, -12.8, -0.6], [-0.7, 0.3, 1.3], [1.6, 1.9, -0.9], [-1.3, 0.1, -0.1], [-2.9, 4.7, -0.9], [0.7, -0.8, -0.5], [1.7, -0.6, 3.1], [0.3, 0.6, -0.6], [-3.9, -2.4, -1.1], [8.0, -1.8, 2.8], [-1.5, 0.3, 0.6], [-0.5, 2.2, -2.7], [-0.2, -0.4, 0.2], [-6.1, 0.4, 0.4], [1.6, -0.5, -1.0], [1.8, 2.1, 1.1], [1.2, 0.3, -0.7], [-3.0, 4.2, 2.8], [4.1, -9.3, -7.2], [-0.8, 0.2, 2.5], [0.2, 1.8, 0.0], [-0.8, 0.1, 0.0], [0.3, 4.2, 1.1], [0.2, -0.5, 0.0], [0.2, -0.8, 0.8], [-0.5, 0.1, 0.0], [-4.9, -2.5, 1.3], [5.5, 7.2, -6.8], [0.3, -2.6, 0.5], [-0.3, -0.4, 2.9], [-1.5, -0.4, 0.7], [-4.3, 2.2, 0.9], [1.5, -0.7, -0.4], [2.3, -2.7, 1.1], [1.5, 0.0, -0.1], [-0.4, -7.8, 1.2], [0.4, -3.2, -0.8], [-2.2, 0.6, 1.8], [2.3, 1.8, 1.2], [-0.4, 2.0, -0.8], [1.0, 7.3, -3.9], [1.4, -0.2, 1.8], [-2.3, -0.9, 0.1], [0.5, 0.5, -0.7], [-3.7, 2.0, 4.7], [-1.1, 0.3, 6.6], [1.7, 0.2, -1.9], [-1.4, -1.7, -1.8], [0.6, -0.2, 0.0], [4.4, -0.2, -7.7], [-1.7, -2.3, -1.0], [0.2, 1.6, 0.8], [1.1, 0.2, 0.4]], "lowdin_charge": [-0.0949, -0.1915, -0.0668, -0.2395, 0.0126, -0.0750, -0.1676, -0.1664, -0.0596, 0.0773, 0.0694, 0.0709, 0.1132, 0.0982, 0.1246, 0.1334, 0.1067, 0.1165, 0.0965, 0.1279, 0.1358, 0.1224, 0.1192, 0.1207, 0.1132, 0.1297, 0.1347, -0.0694, -0.2071, -0.1152, -0.2173, 0.0382, -0.0593, -0.1404, -0.1600, -0.0585, 0.0706, 0.0644, 0.0835, 0.0826, 0.0917, 0.1366, 0.1034, 0.1050, 0.1081, 0.1008, 0.1278, 0.1176, 0.0976, 0.1157, 0.1189, 0.1197, 0.1270, 0.1120, -0.0904, -0.2168, -0.1224, -0.2251, 0.0508, -0.0440, -0.0991, -0.1802, -0.0859, 0.0733, 0.0765, 0.0744, 0.1091, 0.0949, 0.1269, 0.1248, 0.0741, 0.1078, 0.0985, 0.1147, 0.1218, 0.1024, 0.0965, 0.0876, 0.1187, 0.1380, 0.1347, -0.1121, -0.2033, -0.0501, -0.1760, 0.0749, -0.0471, -0.1556, -0.1992, -0.1135, 0.0596, 0.0605, 0.0717, 0.0938, 0.0926, 0.1285, 0.1090, 0.1080, 0.0761, 0.0944, 0.1038, 0.1312, 0.0971, 0.1187, 0.1001, 0.1273, 0.1114, 0.1076, -0.0668, -0.1919, -0.1185, -0.2350, 0.0430, -0.0512, -0.1630, -0.1967, -0.0482, 0.0810, 0.0736, 0.0743, 0.0725, 0.1039, 0.1265, 0.1116, 0.0908, 0.1101, 0.1064, 0.1217, 0.1170, 0.1322, 0.1116, 0.1107, 0.1264, 0.1373, 0.1417, -0.0233, -0.1612, -0.1645, -0.2127, 0.0373, -0.1012, -0.1334, -0.1109, -0.0452, 0.0601, 0.0424, 0.0537, 0.0985, 0.0895, 0.1199, 0.1245, 0.1025, 0.1132, 0.0970, 0.1193, 0.1222, 0.1071, 0.1175, 0.1096, 0.1106, 0.1262, 0.1191, -0.0790, -0.2239, -0.1068, -0.1704, 0.0548, -0.0845, -0.1358, -0.1644, -0.0728, 0.0690, 0.0851, 0.0695, 0.1070, 0.1121, 0.1301, 0.1171, 0.0520, 0.0855, 0.1270, 0.1102, 0.1195, 0.0878, 0.1103, 0.0763, 0.1152, 0.1268, 0.1259, -0.2533, 0.5340, -0.2772, -0.2892, -0.1849, 0.4586, -0.3381, -0.2931, -0.2284, -0.2800, 0.3726, -0.2742, -0.2806, -0.2202, 0.6074, -0.2884, -0.2633, -0.2495, -0.2667, 0.4419, -0.3394, -0.2984, -0.2352, 0.5833, -0.2875, -0.2994, -0.2342, -0.2560, 0.4242, -0.3167, -0.2899, -0.2609, 0.5165, -0.2711, -0.2636, -0.2017, -0.2718, 0.4656, -0.3234, -0.3142, -0.2399, 0.6365, -0.2611, -0.3018, -0.2445, -0.2843, 0.6655, -0.3071, -0.3074, -0.2205, 0.4642, -0.3094, -0.3070, -0.2583, -0.2520, 0.6121, -0.3060, -0.2940, -0.2284, 0.3983, -0.3272, -0.2837, -0.2061], "e_homo_ev": -8.032, "multiplicity": 1, "orbital_gap_ev": 7.242, "charge": 0, "relative_energy_kj_mol": 343.4}